(1)
The following is a quantum chemistry calculation of 2 unconnected molecules or ions with the total composition C7H5BrN2O2S in a non-equilibrium geometry, from the OMol25 dataset.

Structure (ORCA input):
```
! wB97M-V def2-TZVPD RIJCOSX def2/J DEFGRID3
* xyz 0 1
C 2.0711 -0.1736 -0.7626
C 1.0310 -0.0875 -1.6330
C 1.7420 0.2030 0.6369
C -0.2848 0.4476 -1.5196
C 0.5550 0.6909 0.8306
C -0.3937 0.7791 -0.1639
C -1.3178 1.3461 1.6574
N -0.0724 1.1223 2.0188
N -1.6003 0.8300 0.3968
O -0.2307 -3.0341 -0.1896
O -1.1221 -1.8300 1.7179
S -1.1658 -2.0526 0.2863
Br -2.9364 0.3339 -0.8651
H 2.9905 -0.6772 -0.9989
H 1.2927 -0.3340 -2.7214
H 2.4252 -0.0876 1.4041
H -0.9273 0.7016 -2.3195
H -2.0562 1.8222 2.2247
*
```

Summary:
- LUMO (Ha) = -0.0413
- HOMO (eV) = -8.7

These are the natural (NBO) partial charges, in e, on atoms 1 to 5: atom 1 (C): -0.245, atom 2 (C): -0.190, atom 3 (C): -0.176, atom 4 (C): -0.308, atom 5 (C): 0.085



(2)
The following is a quantum chemistry calculation of a molecular structure, C10H6Cl4N2PtS2, from the OMol25 dataset.

Structure (ORCA input):
```
! wB97M-V def2-TZVPD RIJCOSX def2/J DEFGRID3
* xyz 0 1
Pt 0.6467 -2.8275 -1.0128
S 1.9441 -1.0312 -0.8870
C 1.0043 0.0691 0.0993
C 1.5853 1.1951 0.6667
C 0.8170 2.0670 1.4240
C 1.4383 3.2226 2.0072
N 1.9577 4.1418 2.4598
C -0.5494 1.8130 1.6125
C -1.1273 0.6878 1.0401
C -0.3528 -0.1776 0.2828
S -1.0896 -1.5570 -0.5173
C -1.3616 2.6972 2.3996
N -2.0303 3.3864 3.0301
H 2.6385 1.3986 0.5238
H -2.1817 0.4940 1.1891
Cl -0.4600 -5.0006 -1.1881
C -0.8245 -5.4832 0.5256
Cl 0.5264 -5.2957 1.6031
H -1.0937 -6.5305 0.4623
H -1.6501 -4.8541 0.8348
Cl -0.5826 2.9697 -1.8790
C 0.1138 2.4010 -3.4030
Cl -0.2384 0.6984 -3.7177
H 1.1887 2.5248 -3.3546
H -0.3189 2.9907 -4.2014
*
```

Summary:
- LUMO (Ha) = -0.0675
- HOMO (eV) = -8.3

These are the natural (NBO) partial charges, in e, on atoms 1 to 5: atom 1 (Pt): 0.357, atom 2 (S): -0.042, atom 3 (C): -0.190, atom 4 (C): -0.159, atom 5 (C): -0.129



(3)
The following is a quantum chemistry calculation of a molecular structure, C23H24F6N3OSbY in a non-equilibrium geometry, from the OMol25 dataset.

Structure (ORCA input):
```
! wB97M-V def2-TZVPD RIJCOSX def2/J DEFGRID3
* xyz 2 2
Y 0.0877 0.4720 -0.0272
C -2.5400 -3.4638 0.3132
C -1.9398 -2.1628 -0.0506
N -0.8062 -1.7077 0.4492
N -0.2363 -2.3444 1.4560
C 1.0277 -1.7495 1.7043
O 1.4806 -0.8676 0.9228
C 1.6944 -2.1823 2.8852
C 2.9303 -1.5844 3.2175
C 3.5791 -1.9587 4.3667
C 3.0084 -2.9311 5.1944
C 1.7940 -3.5326 4.8781
C 1.1298 -3.1674 3.7282
C -2.5894 -1.2138 -0.9757
C -3.7478 -1.5528 -1.6465
C -4.3919 -0.5861 -2.4157
C -3.8713 0.6895 -2.4507
C -2.6949 0.9525 -1.7528
N -2.0391 0.0251 -1.0629
H -2.0172 -3.8978 1.1596
H -2.4714 -4.1562 -0.5316
H -3.5966 -3.3433 0.5549
H 3.3478 -0.8294 2.5661
H 4.5236 -1.5068 4.6353
H 3.5239 -3.2205 6.1016
H 1.3752 -4.2843 5.5323
H 0.1868 -3.6228 3.4688
H -4.1560 -2.5500 -1.5625
H -5.2985 -0.8308 -2.9531
H -4.3594 1.4843 -2.9971
H -2.2738 1.9479 -1.7449
C -0.3626 0.1235 -4.2680
C 0.2821 0.9503 -3.1928
C -0.0763 2.2841 -2.9891
C 0.5617 3.0793 -2.0441
C 0.1439 4.4971 -1.7958
C 1.6411 2.5291 -1.3367
C 2.0702 1.2252 -1.5558
C 3.3914 0.7454 -0.9962
C 1.3158 0.4102 -2.4203
H -0.6380 -0.8678 -3.9034
H 0.3425 -0.0210 -5.0883
H -1.2489 0.6085 -4.6741
H -0.8544 2.7210 -3.6063
H -0.4380 4.5557 -0.8730
H -0.4647 4.8838 -2.6107
H 1.0114 5.1442 -1.6706
H 2.2057 3.1631 -0.6635
H 3.2889 -0.0099 -0.2195
H 3.9491 1.5820 -0.5809
H 3.9793 0.3087 -1.8028
H 1.6796 -0.5885 -2.6446
F -0.9555 2.4273 0.5645
Sb -0.3608 2.4718 2.4671
F -0.8411 0.6017 2.1224
F 1.2222 1.8544 1.5310
F 0.4020 1.9786 4.0561
F 0.1684 4.2072 2.2169
F -2.0747 2.8107 3.0154
*
```

Summary:
- LUMO (alpha / beta) (Ha) = -0.2683 / -0.3371
- HOMO (alpha / beta) (eV) = -15.0 / -15.2

These are the natural (NBO) partial charges, in e, on atoms 1 to 5: atom 1 (Y): 2.083, atom 2 (C): -0.715, atom 3 (C): 0.415, atom 4 (N): -0.400, atom 5 (N): -0.148